[1]
Molecular formula: C26H48ClN4O6
Method: DFT, ωB97M-V/def2-TZVPD

Summary:
spin multiplicity = 3
<S²> = 2.01
E_HOMO (alpha / beta) = -10.098 / -11.025 eV
net charge = +1

Cartesian coordinates (Å):
C 3.26113 -2.19425 -4.55394
C 3.70736 -0.75803 -4.89329
C 2.80500 -0.09737 -5.92806
Cl 3.79451 0.53170 -7.27688
N 2.03955 1.10117 -5.38977
C 1.26630 0.86732 -4.14320
C 0.02236 0.01645 -4.40842
O -1.03164 0.52555 -4.65325
O 0.24431 -1.30250 -4.28615
C -0.40138 -2.15409 -5.22392
C -0.70179 -1.68712 -6.62436
O -0.62681 -3.26918 -4.88213
O 2.88698 2.24844 -5.23549
C 2.35888 3.24831 -5.86933
N 1.84842 4.03017 -6.55968
H 2.38096 -2.47919 -5.11084
H 4.01618 -2.91329 -4.80786
H 2.99237 -2.28904 -3.51666
H 3.77857 -0.14302 -4.00861
H 4.70849 -0.82309 -5.27151
H 2.08940 -0.75571 -6.38503
H 1.34964 1.34902 -6.11054
H 1.87027 0.48331 -3.33018
H 0.88709 1.82766 -3.83316
H -0.02373 -2.19305 -7.29479
H -0.72568 -0.61772 -6.77015
H -1.68466 -2.06029 -6.85078
C 0.16300 2.40133 1.26910
C 1.08906 1.21184 0.93654
C 1.75393 0.70079 2.21421
C 2.85036 1.62724 2.73717
C 3.87243 1.93073 1.64331
C 3.23941 2.46635 0.35842
N 2.10438 1.60564 -0.08820
O 2.57145 0.54660 -0.65806
C 2.76832 3.91781 0.56998
C 4.30413 2.55335 -0.73137
C 0.16336 0.13326 0.38728
H 0.57058 3.07403 2.02053
H -0.07162 2.98111 0.37511
H -0.77964 2.03881 1.67692
H 2.18783 -0.28647 2.02714
H 0.98996 0.55958 2.98063
H 2.41927 2.55334 3.12614
H 3.35281 1.15198 3.58085
H 4.60364 2.65307 2.01040
H 4.42866 1.01472 1.42001
H 2.19228 4.27009 -0.28722
H 3.63005 4.57563 0.67698
H 2.17162 4.06248 1.46556
H 4.79459 1.59744 -0.90971
H 5.07597 3.25961 -0.43224
H 3.87448 2.90431 -1.67341
H -0.31684 0.45803 -0.54049
H -0.61960 -0.08212 1.11010
H 0.68035 -0.80588 0.19479
C -2.87955 -2.02146 5.90932
C -2.77479 -1.01477 4.74351
C -3.90950 0.00619 4.83572
C -5.27009 -0.56452 4.44294
C -5.20213 -1.22282 3.06712
C -4.09029 -2.26561 2.95050
N -2.78327 -1.72775 3.43130
O -2.27907 -0.96228 2.52786
C -4.47608 -3.53401 3.73531
C -3.97501 -2.72057 1.49910
C -1.44109 -0.30221 4.94857
H -3.90143 -2.30995 6.14404
H -2.30276 -2.92310 5.70215
H -2.47983 -1.58446 6.82333
H -3.68527 0.85732 4.18439
H -3.95385 0.40077 5.85266
H -5.61981 -1.27825 5.19310
H -6.00821 0.23915 4.42552
H -6.15970 -1.69222 2.83476
H -5.04932 -0.44343 2.31342
H -3.64064 -4.23365 3.77765
H -5.30229 -4.04091 3.23787
H -4.81389 -3.34152 4.74981
H -3.79985 -1.89010 0.81706
H -4.90388 -3.19924 1.19321
H -3.16662 -3.44301 1.37720
H -0.60635 -1.00094 4.86649
H -1.41392 0.14233 5.94182
H -1.28788 0.50420 4.23179

[2]
Molecular formula: C5H6O2
Method: DFT, ωB97M-V/def2-TZVPD

Summary:
E_HOMO = -8.424 eV
relative energy (zero: lowest compared OMol25 entry of this formula, charge and spin) = 418.3 kJ/mol

Cartesian coordinates (Å):
C 0.63942 1.50604 1.32443
O 0.25417 -2.12721 0.90633
C -0.12095 -1.89632 -0.21119
C -0.91099 -0.67362 -0.56539
O -1.16995 0.09192 0.60700
C -0.01001 0.81448 0.39888
C 0.19722 0.28114 -0.97840
H 1.59340 1.92762 1.04713
H 0.21009 1.80089 2.27305
H 0.16129 -2.48942 -1.10590
H -1.79616 -0.87383 -1.17162
H -0.18910 1.60996 -1.03502
H 1.14156 0.02836 -1.48930

[3]
Molecular formula: C62H53BIN2O40
Method: DFT, ωB97M-V/def2-TZVPD

Summary:
E_HOMO = -4.305 eV
net charge = -1

Cartesian coordinates (Å):
C 3.38664 -3.18194 1.10933
C 4.70498 -2.32624 0.95208
O 4.75177 -1.58848 -0.28285
B 4.52238 -0.21322 -0.04596
O 3.18900 0.16387 0.36242
C 5.61463 0.96610 -0.12874
C 5.42895 1.87995 1.13840
C 5.13198 1.86823 -1.35708
O 4.18473 1.47016 -2.07662
O 5.72381 2.96511 -1.63567
N 7.00808 0.56766 -0.44046
I 7.17080 -0.28041 -2.32683
C 7.70157 -0.22708 0.57631
C 8.43360 0.60018 1.73205
C 7.89300 0.21274 3.17345
N 7.14614 1.31100 3.86321
H 2.76173 -2.99172 0.21010
H 2.87746 -2.88022 2.06149
H 3.63294 -4.26845 1.21856
H 5.57872 -3.03410 0.96663
H 4.84165 -1.65837 1.84922
H 3.23379 0.16775 1.33720
H 6.33502 2.48969 1.38162
H 5.02411 1.34480 2.03460
H 4.63765 2.64123 0.85621
H 7.10488 -1.03071 1.08089
H 8.53600 -0.76084 0.04681
H 8.37108 1.70482 1.57236
H 9.52079 0.31923 1.73920
H 7.22172 -0.67748 3.17677
H 8.75063 -0.04836 3.84264
H 6.16726 1.04631 3.89396
H 7.29141 2.19227 3.38066
C -0.44568 4.38941 2.54996
C 0.85984 4.28412 2.81313
C 1.83140 3.82113 1.77478
O 3.01334 3.75811 2.05262
C 1.31029 3.45536 0.45707
C 0.00301 3.55842 0.19696
C -0.96114 4.04760 1.22775
O -2.14537 4.14550 0.94404
O -0.50734 3.22731 -1.00474
O 1.36519 4.58981 4.02277
H -1.16371 4.72481 3.28949
H 2.02240 3.10351 -0.28144
H -1.46608 3.39103 -0.93603
H 2.32643 4.43068 3.94933
C 10.92403 -5.19570 4.25957
C 10.25670 -4.28246 3.54546
C 9.76666 -3.01204 4.16451
O 9.18101 -2.20215 3.47370
C 10.01375 -2.80285 5.59103
C 10.67755 -3.71760 6.30362
C 11.19092 -4.97480 5.67852
O 11.80687 -5.77160 6.36447
O 10.91686 -3.55221 7.61780
O 9.99569 -4.46095 2.24074
H 11.28539 -6.11690 3.82368
H 9.63929 -1.88859 6.03118
H 11.41040 -4.34758 7.89483
H 9.50695 -3.66249 1.95814
C -5.53283 3.11636 1.05073
C -6.45101 3.44325 1.96514
C -7.68133 2.61819 2.16704
O -8.48260 2.94274 3.02480
C -7.87111 1.44743 1.31183
C -6.95380 1.12308 0.39528
C -5.71131 1.93343 0.21341
O -4.89650 1.58728 -0.62282
O -7.10278 0.05402 -0.40669
O -6.31280 4.52871 2.74849
H -4.63637 3.70387 0.89616
H -8.77302 0.86857 1.45504
H -6.30652 0.03889 -0.97422
H -7.10424 4.54070 3.31972
C -6.72927 2.68228 -6.20097
C -7.20358 3.65455 -5.42013
C -6.90685 3.69926 -3.95735
O -7.34743 4.61739 -3.28920
C -6.09641 2.62493 -3.38826
C -5.62204 1.64683 -4.16809
C -5.89776 1.61856 -5.63745
O -5.43217 0.72113 -6.31460
O -4.87708 0.64567 -3.67025
O -7.97506 4.64753 -5.91462
H -6.93622 2.64167 -7.26076
H -5.90345 2.65894 -2.32785
H -4.65984 0.07580 -4.43293
H -8.18606 5.22188 -5.15225
C 5.44613 -9.38624 2.01922
C 4.77478 -8.49021 1.29007
C 4.23745 -7.23443 1.89703
O 3.64841 -6.43769 1.19189
C 4.44340 -7.02088 3.32931
C 5.11215 -7.91961 4.05777
C 5.67216 -9.16225 3.44341
O 6.29064 -9.94629 4.14333
O 5.31397 -7.75026 5.37719
O 4.55132 -8.67414 -0.02201
H 5.84080 -10.29573 1.59189
H 4.03514 -6.11710 3.76062
H 5.82058 -8.53303 5.66676
H 4.05048 -7.88795 -0.31525
C -4.56722 7.71850 5.81225
C -3.86876 6.93478 4.98299
C -3.00005 5.83118 5.49887
O -2.39672 5.13106 4.70794
C -2.91095 5.64530 6.94530
C -3.60673 6.43115 7.77254
C -4.49606 7.51691 7.25688
O -5.12503 8.19610 8.04843
O -3.54142 6.28373 9.10736
O -3.91573 7.10088 3.65210
H -5.20027 8.51797 5.45293
H -2.26614 4.85570 7.30574
H -4.13345 6.96788 9.47464
H -3.33077 6.41323 3.27754
C 3.97258 -12.61861 3.28992
C 3.61628 -12.64735 2.00135
C 3.04532 -13.87950 1.37538
O 2.71748 -13.85454 0.20386
C 2.90961 -15.07331 2.20817
C 3.26877 -15.04547 3.49506
C 3.81435 -13.80577 4.12792
O 4.11083 -13.82265 5.30795
O 3.15672 -16.12941 4.28260
O 3.75278 -11.57062 1.20596
H 4.38510 -11.73400 3.75561
H 2.51185 -15.96289 1.73971
H 3.47922 -15.84845 5.16059
H 3.42451 -11.85031 0.32924
C -12.28933 3.92371 -7.73659
C -11.11502 4.51104 -7.47218
C -11.02143 5.98443 -7.21438
O -9.94059 6.48011 -6.95891
C -12.25082 6.77312 -7.28682
C -13.41955 6.18350 -7.55433
C -13.51788 4.70989 -7.78468
O -14.60896 4.21538 -8.00729
O -14.56377 6.88619 -7.62888
O -9.97494 3.80578 -7.42587
H -12.37254 2.86188 -7.92241
H -12.16816 7.83765 -7.11631
H -15.25918 6.23104 -7.83110
H -9.25768 4.44855 -7.21526
C -2.61021 4.90739 -9.66069
C -3.48207 3.94522 -9.34098
C -4.95336 4.20751 -9.29806
O -5.71133 3.29564 -9.02020
C -5.41985 5.56073 -9.58955
C -4.54798 6.52335 -9.90573
C -3.07829 6.25512 -9.97580
O -2.32442 7.15850 -10.28603
O -4.94884 7.77675 -10.17615
O -3.07862 2.69843 -9.04435
H -1.54416 4.73033 -9.69739
H -6.48484 5.74141 -9.53764
H -4.13228 8.27472 -10.37459
H -3.89360 2.19557 -8.85066